A cluster of 2 separate species, C5H11O2 in total at a distorted geometry. Source: OMol25; level of theory: the ωB97M-V functional and the def2-TZVPD basis.

Properties
charge = -1
gap between HOMO and LUMO = 7.4 eV
energy above the lowest of the compared OMol25 structures with the same formula, charge and spin = 47.5 kcal per mole
DFT total energy = -9457.9685 eV

Geometry (Å):
C1 1.112 1.243 -0.227
C2 2.528 1.802 -0.392
C3 0.326 1.689 1.154
O1 0.799 1.094 2.132
O2 -0.486 2.636 1.075
H1 0.480 1.439 -1.042
H2 1.345 0.146 0.051
H3 3.144 2.297 0.397
H4 2.426 2.576 -1.131
H5 3.263 1.153 -0.831
C4 -2.375 -1.505 0.108
C5 -1.478 -2.593 -0.544
H6 -2.501 -1.954 1.137
H7 -1.913 -0.556 0.461
H8 -3.144 -1.011 -0.411
H9 -1.908 -2.989 -1.503
H10 -1.183 -3.465 0.141
H11 -0.437 -2.002 -0.577

***

A cluster of 2 separate species, C4H11NO2 in total at a distorted geometry. Source: OMol25; level of theory: the ωB97M-V functional and the def2-TZVPD basis.

Properties
charge = 0
gap between HOMO and LUMO = 9.8 eV
structure (SMILES) = CC(=O)N(C)C.O
energy above the lowest of the compared OMol25 structures with the same formula, charge and spin = 43.2 kcal per mole
DFT total energy = -9910.3667 eV

Geometry (Å):
C1 1.065 -1.564 1.175
C2 1.116 -0.500 0.081
O1 1.999 -0.410 -0.851
N1 0.212 0.635 0.139
C3 0.271 1.713 -0.863
C4 -0.933 0.620 1.149
H1 0.180 -2.105 1.249
H2 2.081 -2.291 1.008
H3 1.103 -1.072 2.196
H4 1.063 1.474 -1.619
H5 0.324 2.738 -0.402
H6 -0.691 1.726 -1.434
H7 -1.477 1.552 1.033
H8 -1.492 -0.285 0.968
H9 -0.382 0.671 2.109
O2 -1.642 -1.258 -1.737
H10 -1.766 -1.166 -2.716
H11 -1.031 -0.478 -1.485

***

A cluster of 16 separate species, C18H68O25 in total at a distorted geometry. Source: OMol25; level of theory: the ωB97M-V functional and the def2-TZVPD basis.

Properties
charge = 0
gap between HOMO and LUMO = 9.2 eV
energy above the lowest of the compared OMol25 structures with the same formula, charge and spin = 101.3 kcal per mole
DFT total energy = -70949.5808 eV

Geometry (Å):
O1 2.636 -4.210 0.431
H1 1.905 -3.628 0.495
H2 2.358 -5.107 0.407
O2 2.043 -2.647 2.881
H3 2.709 -3.382 2.787
H4 1.261 -3.119 2.694
O3 1.280 -4.903 -2.064
H5 0.742 -5.556 -1.627
H6 1.937 -4.563 -1.492
O4 -2.687 -1.943 -0.016
H7 -3.428 -2.561 0.112
H8 -2.259 -2.383 -0.730
O5 4.447 -2.028 0.519
H9 3.962 -1.171 0.596
H10 3.808 -2.674 0.862
O6 -4.601 -0.186 -0.744
H11 -3.857 -0.760 -0.523
H12 -4.714 -0.330 -1.683
O7 -2.162 0.417 2.766
H13 -1.389 0.237 3.308
H14 -1.987 1.338 2.536
C1 5.458 1.756 0.545
C2 4.070 1.262 1.008
O8 3.466 0.620 -0.020
O9 6.298 2.149 1.579
H15 5.433 2.616 -0.132
H16 5.816 0.821 0.049
H17 3.443 2.137 1.299
H18 4.085 0.574 1.812
H19 2.981 1.273 -0.565
H20 6.602 1.350 2.010
C3 -1.679 -3.062 -2.824
C4 -3.203 -2.978 -3.035
O10 -3.264 -2.821 -4.452
O11 -1.406 -3.644 -1.580
H21 -1.026 -2.242 -3.013
H22 -1.286 -3.806 -3.490
H23 -3.608 -2.079 -2.576
H24 -3.685 -3.873 -2.715
H25 -4.067 -3.359 -4.732
H26 -0.461 -3.767 -1.532
C5 1.503 -0.338 -3.985
C6 1.428 -1.854 -4.302
O12 0.297 -2.081 -5.059
O13 2.451 -0.055 -3.012
H27 0.518 -0.079 -3.636
H28 1.704 0.363 -4.877
H29 1.424 -2.338 -3.349
H30 2.242 -2.043 -4.906
H31 0.378 -1.487 -5.836
H32 3.273 0.078 -3.441
C7 1.339 3.114 -0.526
C8 2.165 4.308 -0.287
O14 1.643 5.028 0.863
O15 1.984 2.245 -1.380
H33 0.355 3.407 -0.821
H34 1.155 2.585 0.447
H35 2.060 5.001 -1.054
H36 3.261 4.207 -0.186
H37 1.639 4.395 1.583
H38 1.255 1.938 -1.911
C9 -1.930 -3.573 2.888
C10 -1.211 -4.434 1.820
O16 0.028 -4.628 2.403
O17 -3.191 -3.285 2.328
H39 -1.360 -2.685 3.138
H40 -2.065 -4.080 3.894
H41 -1.052 -3.990 0.883
H42 -1.721 -5.366 1.538
H43 -0.011 -5.510 2.729
H44 -3.032 -2.836 1.511
C11 -1.762 4.153 1.476
C12 -1.710 4.851 2.827
O18 -1.049 6.039 2.501
O19 -2.306 2.876 1.603
H45 -0.736 4.059 1.161
H46 -2.365 4.605 0.719
H47 -1.126 4.338 3.638
H48 -2.672 5.185 3.124
H49 -1.641 6.565 1.982
H50 -3.007 2.769 0.948
C13 0.776 2.071 2.966
C14 1.437 0.759 3.286
O20 0.482 -0.253 3.344
O21 1.632 3.219 2.856
H51 0.022 2.289 3.721
H52 0.170 1.893 2.084
H53 1.870 0.770 4.315
H54 2.288 0.291 2.665
H55 0.971 -1.100 3.251
H56 2.216 3.156 3.653
C15 -4.353 2.935 -1.387
C16 -2.971 2.522 -1.814
O22 -2.801 2.894 -3.173
O23 -4.617 2.420 -0.093
H57 -5.186 2.627 -2.019
H58 -4.520 4.006 -1.204
H59 -2.854 1.414 -1.795
H60 -2.201 2.929 -1.142
H61 -3.281 3.739 -3.346
H62 -4.737 1.485 -0.075
C17 -0.213 -0.140 -0.820
C18 0.392 -0.968 0.256
O24 1.174 -1.930 -0.458
O25 -0.750 0.961 -0.174
H63 -1.052 -0.583 -1.416
H64 0.591 0.145 -1.461
H65 -0.309 -1.431 1.000
H66 1.174 -0.434 0.719
H67 1.963 -1.491 -0.817
H68 -1.417 0.636 0.450

***

An isolated molecule of C5H14N2O at a distorted geometry. Source: OMol25; level of theory: the ωB97M-V functional and the def2-TZVPD basis.

Properties
charge = 0
gap between HOMO and LUMO = 9.4 eV
structure (SMILES) = C[C@@H](N)CNCCO
energy above the lowest of the compared OMol25 structures with the same formula, charge and spin = 77.5 kcal per mole
DFT total energy = -10437.6666 eV

Geometry (Å):
C1 -1.649 0.686 1.908
C2 -0.327 -0.059 1.679
N1 -0.185 -0.927 2.811
C3 -0.526 -0.830 0.169
N2 -0.054 0.138 -0.789
C4 0.590 -0.236 -2.017
C5 1.558 0.756 -2.560
O1 2.710 0.753 -1.760
H1 -2.215 1.065 1.012
H2 -1.522 1.683 2.241
H3 -2.375 0.102 2.586
H4 0.478 0.588 1.430
H5 -1.070 -1.321 3.148
H6 0.423 -1.601 2.628
H7 0.129 -1.682 0.021
H8 -1.620 -1.178 -0.098
H9 -0.693 0.955 -0.935
H10 -0.141 -0.517 -2.744
H11 1.179 -1.181 -1.788
H12 1.815 0.716 -3.657
H13 1.088 1.726 -2.380
H14 2.407 0.366 -0.904

***

A structure of composition C18H10ClF6N3O5PtS2. Source: OMol25; level of theory: the ωB97M-V functional and the def2-TZVPD basis.

Properties
charge = 0
gap between HOMO and LUMO = 6.7 eV
energy above the lowest of the compared OMol25 structures with the same formula, charge and spin = 3.4 kcal per mole
DFT total energy = -87280.9210 eV

Geometry (Å):
Pt1 0.054 0.724 -0.280
Cl1 -6.552 -1.928 0.845
C1 -4.909 -1.579 0.398
C2 -4.032 -2.642 0.107
C3 -2.735 -2.401 -0.245
C4 -2.222 -1.082 -0.309
O1 -0.993 -0.929 -0.671
C5 -3.126 -0.014 -0.031
C6 -2.762 1.350 -0.105
N1 -1.571 1.825 -0.327
C7 -1.312 3.217 -0.295
C8 -2.235 4.216 -0.448
C9 -1.843 5.566 -0.347
C10 -0.540 5.906 -0.121
C11 0.442 4.895 -0.002
C12 1.820 5.158 0.172
C13 2.702 4.123 0.210
C14 2.229 2.802 0.099
N2 0.952 2.520 -0.023
C15 0.046 3.553 -0.091
C16 -4.470 -0.295 0.323
H1 -4.398 -3.658 0.174
H2 -2.057 -3.212 -0.464
H3 -3.560 2.070 0.052
H4 -3.270 3.985 -0.662
H5 -2.592 6.338 -0.463
H6 -0.239 6.943 -0.054
H7 2.159 6.184 0.254
H8 3.764 4.287 0.324
H9 2.909 1.969 0.109
H10 -5.147 0.523 0.539
F1 5.013 -1.048 1.678
C17 4.195 -0.946 0.641
F2 4.548 0.126 -0.080
F3 4.293 -2.026 -0.116
S1 2.468 -0.692 1.222
O2 1.787 -0.471 -0.090
O3 2.502 0.457 2.079
N3 2.245 -2.051 1.906
S2 0.843 -2.749 2.203
O4 -0.271 -1.890 1.933
O5 0.920 -3.479 3.423
C18 0.825 -4.047 0.894
F4 0.801 -3.502 -0.320
F5 1.901 -4.822 0.994
F6 -0.265 -4.804 1.046

***

A structure of composition C23H26N7O3Ru at a distorted geometry. Source: OMol25; level of theory: the ωB97M-V functional and the def2-TZVPD basis.

Properties
charge = +2
⟨S²⟩ = 0.765
gap between HOMO and LUMO (spin up / spin down) = 7.4 / 7.0 eV
energy above the lowest of the compared OMol25 structures with the same formula, charge and spin = 0.0 kcal per mole
DFT total energy = -43408.9218 eV
2S+1 = 2

Geometry (Å):
Ru1 -0.312 -0.020 0.178
N1 1.314 -1.539 1.873
N2 1.978 -2.527 1.121
C1 1.646 -2.729 -0.169
N3 2.244 -3.653 -0.897
N4 0.680 -1.914 -0.591
N5 0.257 -1.775 -1.824
O1 0.554 -2.439 -2.772
O2 -0.562 -0.793 -1.849
H1 2.003 -0.966 2.351
H2 0.700 -1.990 2.549
H3 2.592 -3.178 1.590
H4 2.981 -4.230 -0.523
H5 1.962 -3.780 -1.860
C2 -2.228 -4.070 3.576
C3 -2.810 -2.858 3.917
C4 -2.756 -1.785 3.040
C5 -2.100 -1.935 1.824
C6 -1.518 -3.147 1.470
C7 -1.593 -4.217 2.349
N6 -2.028 -0.820 0.925
N7 -3.100 -0.187 0.765
C8 -2.943 0.947 -0.014
C9 -4.043 1.737 -0.351
C10 -3.829 2.856 -1.134
C11 -2.543 3.172 -1.568
C12 -1.441 2.385 -1.226
C13 -1.649 1.276 -0.433
H6 -2.285 -4.908 4.258
H7 -3.318 -2.747 4.865
H8 -3.217 -0.838 3.287
H9 -1.078 -3.268 0.491
H10 -1.180 -5.176 2.065
H11 -5.029 1.460 -0.004
H12 -4.662 3.484 -1.418
H13 -2.391 4.044 -2.190
H14 -0.456 2.639 -1.596
C14 4.025 1.690 5.264
C15 3.610 1.574 3.830
C16 4.542 1.386 2.820
C17 4.178 1.333 1.477
C18 5.250 1.173 0.431
C19 2.813 1.422 1.150
C20 2.437 1.328 -0.245
O3 1.353 0.931 -0.680
C21 1.849 1.633 2.160
C22 0.400 1.897 1.864
C23 2.259 1.707 3.474
H15 5.047 1.350 5.415
H16 3.363 1.119 5.914
H17 3.967 2.734 5.581
H18 5.590 1.302 3.081
H19 6.221 1.051 0.904
H20 5.310 2.056 -0.209
H21 5.083 0.307 -0.211
H22 3.180 1.620 -0.993
H23 0.234 2.547 1.009
H24 -0.107 2.326 2.727
H25 -0.233 0.952 1.748
H26 1.530 1.907 4.251

***

An isolated molecule of C3H6N2O2 at a distorted geometry. Source: OMol25; level of theory: the ωB97M-V functional and the def2-TZVPD basis.

Properties
charge = 0
gap between HOMO and LUMO = 11.0 eV
structure (SMILES) = CNC(=O)NC=O
energy above the lowest of the compared OMol25 structures with the same formula, charge and spin = 21.4 kcal per mole
DFT total energy = -10283.8693 eV

Geometry (Å):
C1 -0.889 -1.955 -0.311
N1 -0.662 -0.490 -0.190
C2 0.639 -0.149 0.054
O1 1.490 -1.007 0.050
N2 1.020 1.177 0.349
C3 0.367 2.372 0.212
O2 0.875 3.442 0.447
H1 -0.073 -2.638 0.082
H2 -0.939 -2.237 -1.355
H3 -1.757 -2.211 0.254
H4 -1.401 0.223 -0.046
H5 2.003 1.210 0.596
H6 -0.674 2.263 -0.143